Here is a 5-piece molecular cluster, C23H57BNO14S4 overall from OMol25. Energies are from ωB97M-V/def2-TZVPD.

Positions of all 100 atoms, in Å:
S 2.16 -4.87 -1.24
S -4.28 4.47 -1.95
S -4.63 -1.89 -2.35
S 6.53 -3.18 -3.00
O 6.85 -3.20 -4.39
O -4.90 5.27 -3.18
O -5.98 -2.25 -2.06
O 7.43 -2.09 -2.26
O -3.79 -1.90 -1.01
O -4.50 3.07 -2.12
O 2.24 -3.56 -1.82
O 3.45 0.85 6.24
O 2.50 -5.96 -2.34
O 6.62 -4.41 -2.26
O -2.95 4.94 -1.72
O 0.95 -5.26 -0.57
O 2.44 0.32 8.31
O -3.94 -2.62 -3.37
N 0.94 0.60 6.33
C -1.28 2.49 0.33
C -2.97 -4.21 -0.69
C 3.55 -5.14 -0.21
C -2.31 1.05 2.22
C -1.70 0.87 4.69
C 3.80 -0.13 5.31
C -4.49 -0.17 -2.66
C 1.45 -6.31 -3.28
C -0.65 3.77 0.90
C -1.40 5.66 2.45
C 8.80 -2.46 -1.94
C -3.85 -3.09 -0.18
C 4.98 -2.43 -2.73
C -2.54 1.93 0.99
C 1.24 -5.26 -4.35
C -1.26 1.59 5.95
C 9.71 -2.42 -3.15
C -4.16 4.00 -5.17
C -5.36 5.08 -0.70
C -4.11 5.30 -4.40
C -1.61 4.95 1.12
C -1.84 1.78 3.47
C 0.27 1.81 5.99
B 2.18 0.60 6.93
H -0.96 0.08 4.48
H -0.10 3.56 1.82
H 3.50 -4.39 0.58
H -4.99 0.37 -1.86
H -3.66 3.20 -4.63
H 2.19 -5.03 -4.85
H 9.09 -1.72 -1.20
H 0.55 2.18 4.97
H -5.19 6.14 -0.59
H -3.34 -4.60 -1.64
H 0.47 2.64 6.69
H -2.19 6.39 2.65
H 4.46 -5.01 -0.80
H -5.19 3.70 -5.35
H 4.24 -3.05 -3.24
H -3.51 -2.74 0.80
H -1.79 2.55 6.04
H -3.44 0.10 -2.71
H 3.12 -0.37 8.40
H -3.24 2.73 1.27
H -1.47 2.64 -0.74
H 9.64 -1.46 -3.65
H 3.27 -0.01 4.36
H 8.79 -3.44 -1.46
H -1.51 0.98 6.82
H -2.67 0.37 4.84
H -1.96 -3.85 -0.85
H -1.36 4.96 3.28
H -4.55 6.12 -4.97
H -2.95 -5.02 0.03
H -6.38 4.86 -1.00
H -3.07 1.33 0.24
H -3.26 0.56 2.47
H -0.88 2.26 3.29
H 0.85 -4.34 -3.93
H -5.10 4.54 0.21
H 0.11 4.09 0.18
H -2.56 2.58 3.71
H 9.45 -3.20 -3.87
H 0.54 -5.64 -5.08
H -3.66 4.13 -6.13
H 3.60 -1.15 5.67
H -3.09 5.58 -4.14
H 4.98 -1.43 -3.14
H -2.65 4.63 1.01
H -0.52 1.70 0.39
H 3.49 -6.14 0.21
H 4.77 -2.42 -1.66
H 10.74 -2.58 -2.82
H -4.89 -3.39 -0.07
H -4.98 0.02 -3.61
H -1.61 0.24 1.98
H -1.45 5.68 0.32
H 0.53 -6.50 -2.72
H 1.79 -7.25 -3.71
H 4.88 -0.06 5.12
H -0.46 6.22 2.43

The value obtained for the HOMO energy is -2.3 eV. Its total charge is -1.